The following is a quantum chemistry calculation of a 2-piece molecular cluster, Cl2OS overall at a distorted geometry, from the OMol25 dataset.

E_HOMO (spin up / spin down) = -0.4315 / -0.3423 Ha
Net charge = 0
LUMO level (spin up / spin down) = -0.0602 / -0.1515 Ha
Orbital gap (spin up / spin down) = 10.10 / 5.19 eV

```
4
Properties=species:S:1:pos:R:3:nbo_charge:R:1
O 1.28 1.35 -0.97 -0.778
S 0.21 0.44 -0.83 1.035
Cl 0.63 -1.42 -0.13 -0.219
Cl -2.13 -0.37 1.92 -0.038
```

---

The following is a quantum chemistry calculation of a 15-piece molecular cluster, H30O15 overall at a distorted geometry, from the OMol25 dataset.

E_HOMO = -0.2864 Ha
Net charge = 0
LUMO level = -0.0147 Ha
Orbital gap = 7.39 eV

```
45
Properties=species:S:1:pos:R:3:nbo_charge:R:1
H 1.29 0.41 -0.50 0.428
H 0.04 0.55 0.41 0.499
H -1.15 -0.39 1.97 0.445
H -2.07 -1.49 2.39 0.473
H -3.12 0.27 -1.05 0.451
H -2.60 1.69 -0.84 0.445
H 2.86 -1.65 0.07 0.471
H 3.53 -2.92 -0.74 0.492
H -2.54 0.20 5.07 0.461
H -2.68 0.36 3.53 0.499
H 1.54 2.26 1.09 0.468
H 0.26 2.92 1.87 0.478
H 3.37 0.32 -4.83 0.471
H 3.37 0.15 -3.39 0.472
H 0.72 -3.50 0.16 0.483
H -0.71 -3.20 0.62 0.468
H -1.29 2.32 0.50 0.439
H -2.25 1.58 1.30 0.462
H -1.35 -0.15 -3.15 0.451
H -0.57 1.07 -2.94 0.442
H 2.69 2.50 -2.27 0.464
H 3.30 1.42 -1.45 0.475
H -2.71 2.77 4.34 0.473
H -2.58 2.70 2.90 0.454
H 1.38 -1.47 -3.41 0.480
H 0.83 -2.64 -4.23 0.465
H 3.08 0.48 0.75 0.464
H 4.29 -0.35 0.42 0.494
H -3.23 -2.27 0.06 0.469
H -3.74 -2.45 1.48 0.459
O 0.41 0.08 -0.40 -0.941
O -2.04 -0.74 1.81 -0.914
O -2.37 0.77 -0.95 -0.886
O 3.13 -2.64 0.09 -0.963
O -3.11 -0.03 4.33 -0.974
O 0.95 2.28 1.92 -0.945
O 2.78 0.06 -4.09 -0.944
O -0.25 -3.88 0.11 -0.953
O -1.62 1.42 0.67 -0.886
O -1.43 0.63 -2.62 -0.905
O 3.42 1.92 -2.26 -0.945
O -2.16 2.37 3.70 -0.923
O 1.55 -2.38 -3.63 -0.946
O 3.89 0.56 0.26 -0.947
O -3.13 -1.89 0.94 -0.921
```

---

The following is a quantum chemistry calculation of C54H42NaP3Si as an isolated structure at a distorted geometry, from the OMol25 dataset.

E_HOMO = -0.2097 Ha
Net charge = 0
LUMO level = 0.0027 Ha
Orbital gap = 5.78 eV

```
101
Properties=species:S:1:pos:R:3:lowdin_charge:R:1
Na 0.37 1.17 -0.49 -0.060
C -0.85 4.22 5.55 -0.093
C -1.80 3.30 5.11 -0.086
C -1.47 2.37 4.15 -0.102
C -0.18 2.32 3.61 -0.355
C 0.77 3.23 4.07 -0.099
C 0.43 4.18 5.03 -0.084
P 0.10 1.01 2.32 1.055
C 1.52 1.82 1.47 -0.428
C 1.28 3.07 0.88 -0.138
C 2.29 3.74 0.21 -0.079
C 3.56 3.17 0.10 -0.085
C 3.80 1.93 0.67 -0.068
C 2.79 1.26 1.35 -0.092
C 0.94 -0.28 3.30 -0.378
C 1.44 -0.13 4.59 -0.070
C 2.09 -1.20 5.19 -0.088
C 2.23 -2.40 4.52 -0.089
C 1.73 -2.55 3.23 -0.089
C 1.07 -1.49 2.61 -0.312
Si 0.31 -1.31 0.87 0.634
C -1.52 -1.73 1.31 -0.292
C -1.89 -2.73 2.21 -0.098
C -3.21 -3.14 2.33 -0.077
C -4.20 -2.54 1.57 -0.082
C -3.88 -1.51 0.71 -0.104
C -2.54 -1.10 0.59 -0.397
P -2.08 0.25 -0.53 1.084
C -3.00 -0.26 -2.02 -0.350
C -3.84 0.56 -2.77 -0.082
C -4.44 0.08 -3.93 -0.086
C -4.22 -1.23 -4.33 -0.097
C -3.40 -2.06 -3.59 -0.084
C -2.78 -1.58 -2.44 -0.107
C -2.99 1.72 0.07 -0.356
C -3.76 1.74 1.23 -0.085
C -4.28 2.94 1.70 -0.081
C -4.03 4.13 1.03 -0.086
C -3.26 4.12 -0.13 -0.084
C -2.74 2.93 -0.60 -0.130
C 0.76 -2.89 -0.14 -0.279
C 0.25 -4.18 0.02 -0.090
C 0.51 -5.18 -0.91 -0.084
C 1.30 -4.91 -2.02 -0.086
C 1.84 -3.65 -2.20 -0.105
C 1.58 -2.64 -1.26 -0.398
P 2.28 -0.95 -1.37 1.076
C 3.73 -1.28 -2.47 -0.366
C 3.98 -0.67 -3.70 -0.083
C 5.15 -0.92 -4.39 -0.089
C 6.10 -1.79 -3.87 -0.099
C 5.88 -2.39 -2.64 -0.088
C 4.71 -2.13 -1.94 -0.116
C 1.20 -0.13 -2.62 -0.391
C 1.26 1.26 -2.71 -0.159
C 0.48 1.96 -3.62 -0.070
C -0.35 1.26 -4.48 -0.070
C -0.39 -0.12 -4.44 -0.063
C 0.37 -0.82 -3.51 -0.059
H -1.12 4.96 6.30 0.100
H -2.81 3.33 5.52 0.101
H -2.20 1.66 3.78 0.091
H 1.78 3.20 3.69 0.109
H 1.18 4.88 5.38 0.102
H 0.31 3.53 1.01 0.119
H 2.11 4.73 -0.21 0.108
H 4.35 3.70 -0.41 0.105
H 4.78 1.48 0.60 0.111
H 2.99 0.30 1.81 0.108
H 1.34 0.81 5.13 0.097
H 2.49 -1.09 6.20 0.099
H 2.74 -3.23 5.00 0.099
H 1.85 -3.49 2.71 0.099
H -1.13 -3.19 2.84 0.099
H -3.47 -3.95 3.01 0.101
H -5.23 -2.88 1.65 0.101
H -4.65 -1.02 0.13 0.114
H -4.02 1.58 -2.45 0.093
H -5.09 0.72 -4.50 0.101
H -4.70 -1.60 -5.23 0.100
H -3.23 -3.08 -3.90 0.106
H -2.14 -2.22 -1.85 0.110
H -3.93 0.82 1.77 0.097
H -4.87 2.95 2.61 0.106
H -4.43 5.06 1.41 0.102
H -3.06 5.05 -0.65 0.103
H -2.12 2.92 -1.49 0.099
H -0.37 -4.41 0.87 0.089
H 0.10 -6.17 -0.76 0.100
H 1.49 -5.69 -2.75 0.100
H 2.47 -3.45 -3.05 0.106
H 3.24 0.00 -4.12 0.096
H 5.33 -0.45 -5.35 0.101
H 7.01 -1.99 -4.42 0.099
H 6.62 -3.07 -2.23 0.102
H 4.54 -2.60 -0.98 0.107
H 1.97 1.80 -2.08 0.107
H 0.54 3.04 -3.68 0.110
H -0.96 1.80 -5.20 0.108
H -1.03 -0.67 -5.12 0.109
H 0.33 -1.90 -3.47 0.106
```

---

The following is a quantum chemistry calculation of a 3-piece molecular cluster, C3H12N2O2 overall at a distorted geometry, from the OMol25 dataset.

E_HOMO = -0.3429 Ha
Net charge = 0
LUMO level = 0.0297 Ha
Orbital gap = 10.14 eV
SMILES string = CC/N=C\N.O.O

```
19
Properties=species:S:1:pos:R:3:nbo_charge:R:1
C 0.34 -1.49 -1.82 -0.635
C 0.31 -1.80 -0.36 -0.265
N 0.51 -0.61 0.49 -0.433
C -0.46 0.11 0.88 0.263
N -1.87 -0.25 0.59 -0.909
H 1.34 -1.37 -2.28 0.222
H -0.21 -0.65 -2.26 0.216
H 0.06 -2.44 -2.32 0.218
H 1.03 -2.53 -0.01 0.209
H -0.59 -2.39 -0.03 0.169
H -0.33 1.02 1.48 0.176
H -1.76 0.03 -0.38 0.384
H -2.01 -1.18 0.94 0.385
O 0.21 6.09 -3.00 -0.952
H -0.05 6.88 -2.53 0.476
H -0.18 6.04 -3.88 0.476
O 0.93 -1.97 5.06 -0.937
H 1.69 -1.44 5.33 0.468
H 1.04 -2.05 4.10 0.469
```

---

The following is a quantum chemistry calculation of C3H2N2O2 as an isolated structure at a distorted geometry, from the OMol25 dataset.

E_HOMO = -0.3843 Ha
Net charge = 0
LUMO level = -0.0266 Ha
Orbital gap = 9.73 eV

```
9
Properties=species:S:1:pos:R:3:nbo_charge:R:1
O -2.81 -0.50 -0.16 -0.428
C -1.88 0.25 -0.08 0.346
C -0.46 -0.26 -0.03 0.529
N 0.48 0.79 0.05 -0.623
C 1.53 0.12 0.08 0.584
N 2.42 -0.71 0.09 -0.433
O -0.17 -1.44 -0.05 -0.520
H -1.97 1.35 -0.04 0.133
H 2.86 0.39 0.15 0.412
```